# C58H60BiBrFN7O10

A molecular structure, C58H60BiBrFN7O10 (the ωB97M-V functional and the def2-TZVPD basis, the Open Molecules 2025 dataset).

The calculation puts the largest force on an atom at 0.49 eV Å⁻¹. Its charge is -2. Its HOMO-LUMO gap is 6.42 eV. The calculated total energy is -6270.43063 hartree.

```
138
Properties=species:S:1:pos:R:3:forces:R:3
Bi -0.266622 -1.041846 -0.800940 0.01 -0.25 -0.04
O -0.152293 -0.587258 1.325787 -0.18 0.35 0.29
C -1.217863 -1.483359 3.251427 0.05 0.00 0.11
C -1.999172 -1.251839 4.473080 0.02 -0.01 0.00
C -1.957142 -2.088844 5.520060 0.00 0.03 0.04
C -0.960236 -3.131683 5.595977 0.05 0.02 0.06
C -0.038328 -3.284103 4.634486 0.04 0.01 0.01
C -0.118665 -2.581622 3.340706 0.04 -0.04 0.16
C 1.175547 -2.573662 2.570661 -0.07 0.00 0.08
N 1.515061 -3.642823 1.998481 0.01 -0.03 0.03
C 2.771206 -3.674659 1.276368 0.02 -0.03 0.04
C 2.546067 -3.776943 -0.256911 0.05 0.01 -0.01
N 1.149661 -3.704445 -0.585557 0.00 0.21 -0.05
C 0.621483 -4.638922 -1.252521 -0.04 -0.08 0.02
C -0.781121 -4.710730 -1.640988 -0.02 0.00 -0.02
C -1.146481 -5.741501 -2.510281 0.00 -0.02 0.02
C -2.447759 -5.927247 -2.927843 -0.01 0.00 -0.02
C -3.426649 -5.054785 -2.447271 0.00 -0.01 0.01
C -3.099793 -4.033597 -1.584908 -0.03 -0.02 -0.03
C -1.769688 -3.809262 -1.161621 -0.07 0.00 0.15
O -1.535934 -2.839022 -0.320323 0.12 0.03 -0.31
H -2.612218 -0.359012 4.499799 -0.02 -0.01 0.01
H -2.594293 -1.915561 6.380235 0.00 0.01 0.00
H -0.896892 -3.725382 6.501180 0.01 0.00 0.00
H 0.794469 -3.963551 4.768401 -0.02 -0.03 0.00
H 1.800820 -1.679202 2.603982 0.00 0.09 -0.07
H 3.301440 -4.570666 1.609247 0.07 0.05 0.00
H 3.401562 -2.803745 1.502696 -0.05 0.03 0.03
H 3.025299 -4.687231 -0.649837 -0.06 -0.03 0.00
H 3.036148 -2.923587 -0.733741 0.05 0.00 -0.01
H 1.233630 -5.500237 -1.571913 0.00 0.01 -0.02
H -0.365782 -6.406183 -2.868140 0.01 0.00 -0.01
H -2.700001 -6.719885 -3.620638 0.00 -0.01 0.00
H -4.457823 -5.176713 -2.762277 -0.01 0.00 0.00
H -3.850206 -3.345606 -1.214665 -0.01 0.02 0.01
C 6.133734 4.581837 -0.903877 -0.02 0.00 -0.02
C 4.834438 5.095176 -1.527871 0.00 -0.01 0.01
C 5.093929 5.397295 -3.010707 -0.01 0.01 0.02
C 4.454233 6.398417 -0.810937 0.01 -0.01 0.02
C 3.707270 4.072280 -1.408819 -0.04 -0.02 0.00
C 3.913309 2.760609 -1.006585 -0.01 0.07 0.12
C 2.853454 1.879102 -0.962233 0.02 -0.03 0.19
Br 3.210449 0.118564 -0.324652 -0.02 -0.10 -0.04
C 1.517342 2.181485 -1.325727 0.06 0.10 -0.30
O 0.607125 1.283971 -1.398821 -0.19 -0.07 0.18
C 1.306921 3.559087 -1.678258 -0.01 0.07 0.01
C 2.394696 4.419197 -1.733779 0.02 -0.01 0.05
C -0.062223 4.115140 -2.113308 0.01 -0.02 0.00
C -0.133391 4.058293 -3.645773 0.00 -0.04 0.00
C -1.274961 3.362175 -1.551837 0.06 0.02 0.05
C -0.214948 5.580087 -1.660486 0.00 0.00 -0.06
H 6.896891 5.363311 -0.944527 0.01 0.00 -0.01
H 6.518165 3.711785 -1.437932 0.00 -0.02 0.00
H 5.984325 4.302143 0.140761 0.01 0.01 0.01
H 5.903219 6.125334 -3.127273 0.01 0.02 0.00
H 4.197322 5.800045 -3.484926 -0.01 0.00 -0.01
H 5.368741 4.483995 -3.540685 0.01 -0.01 -0.01
H 5.280129 7.114389 -0.860643 0.01 0.01 -0.01
H 4.227365 6.205196 0.239652 0.00 0.00 0.00
H 3.578825 6.867038 -1.261124 -0.02 0.00 0.00
H 4.887015 2.402463 -0.703867 0.02 0.00 -0.02
H 2.212127 5.434135 -2.065223 0.01 0.01 0.01
H -0.058295 3.025956 -3.991783 0.00 0.01 -0.01
H 0.685664 4.625741 -4.094320 0.00 0.00 -0.01
H -1.081530 4.471703 -4.003360 -0.02 0.00 -0.01
H -1.298537 2.325957 -1.860498 -0.01 -0.02 -0.03
H -2.186287 3.859962 -1.897257 -0.01 0.01 0.02
H -1.280972 3.370966 -0.459534 0.03 -0.01 0.06
H 0.406732 6.269109 -2.235368 0.01 0.01 0.01
H 0.043910 5.689288 -0.604935 -0.02 0.00 0.01
H -1.253158 5.893702 -1.792343 0.00 0.01 -0.03
C 0.566043 0.624756 6.179800 -0.07 -0.05 -0.04
O 1.014754 0.137206 4.928013 -0.04 -0.22 -0.14
C 1.292034 1.173145 4.055788 -0.13 0.02 0.05
C 2.508634 1.825696 4.193198 0.04 0.01 0.01
C 2.806197 2.949555 3.441248 0.04 0.01 0.01
C 1.858184 3.421398 2.546380 0.11 -0.03 -0.12
C 0.666062 2.741960 2.385097 0.08 -0.05 -0.18
C 0.349423 1.592701 3.113244 -0.09 0.00 -0.16
N -0.927136 1.012973 2.932256 0.16 -0.20 0.02
C -1.123226 -0.326548 2.228036 0.14 -0.01 -0.15
N -2.476750 -0.222693 1.716317 -0.03 0.13 -0.16
C -2.982002 0.020387 0.449204 0.08 0.08 0.20
C -2.294078 -0.093271 -0.755862 0.03 -0.10 -0.09
C -2.968480 0.129968 -1.956339 0.04 0.08 0.03
C -4.304220 0.480919 -1.983301 -0.02 -0.01 0.01
C -5.001828 0.605613 -0.783581 -0.01 -0.01 0.06
C -4.347063 0.383063 0.412210 -0.10 0.06 -0.06
O -4.958193 0.485661 1.655883 0.01 0.21 -0.20
C -6.327736 0.783154 1.682716 0.03 0.11 -0.15
N -1.318652 -2.741356 2.573216 0.05 0.25 -0.14
C -2.231923 -3.775770 2.651420 0.13 -0.13 0.17
C -1.749773 -5.078354 2.544258 -0.01 0.02 0.06
C -2.607975 -6.163956 2.527792 -0.07 0.00 -0.02
C -3.977599 -5.962427 2.608032 0.07 0.02 0.00
C -4.476234 -4.668476 2.694713 -0.01 0.03 0.01
C -3.615947 -3.577048 2.713901 -0.13 0.09 -0.13
O -4.049857 -2.276551 2.730129 -0.05 -0.30 0.16
C -5.392075 -2.033761 3.065149 -0.14 -0.04 0.23
H 0.445454 -0.235880 6.833070 -0.03 -0.06 0.02
H -0.394998 1.137419 6.074444 -0.01 0.01 -0.02
H 1.296454 1.319017 6.610464 -0.02 -0.03 0.02
H 3.211797 1.436595 4.920905 0.00 -0.01 0.00
H 3.763082 3.445140 3.548595 0.00 -0.01 0.00
H 2.065199 4.282459 1.924813 0.01 0.05 -0.03
H -0.041578 3.085531 1.640221 -0.03 -0.01 -0.05
H -1.460490 1.644867 2.346353 -0.05 -0.01 0.13
H -3.186230 -0.482706 2.380632 0.15 0.07 -0.14
H -2.430861 -0.013548 -2.885635 -0.01 -0.02 -0.02
H -4.817966 0.633552 -2.924549 0.00 0.02 0.00
H -6.048798 0.873132 -0.799479 -0.05 0.02 0.02
H -6.623614 0.794898 2.731346 -0.02 0.04 -0.01
H -6.919172 0.028896 1.152573 -0.01 -0.02 -0.02
H -6.537514 1.764439 1.243102 0.00 -0.01 0.00
H -0.676947 -5.199710 2.445510 0.00 -0.01 -0.01
H -2.205868 -7.164106 2.428413 0.00 -0.01 0.00
H -4.663525 -6.799562 2.578123 0.00 0.00 0.00
H -5.545963 -4.514941 2.720831 -0.01 0.03 0.01
H -5.478816 -0.958840 3.215019 0.04 -0.30 0.04
H -5.673047 -2.554962 3.986792 0.01 -0.06 0.00
H -6.071793 -2.335243 2.261242 0.00 0.00 -0.02
F 5.100649 -1.341052 -3.881866 -0.01 0.01 -0.03
C 4.171049 -0.682393 -4.598191 0.01 -0.01 0.05
C 2.909577 -0.576457 -4.161685 0.05 0.02 0.05
N 1.939009 0.097443 -4.848815 0.02 -0.01 -0.12
C 0.568214 0.036428 -4.341923 -0.08 0.03 0.05
C 0.090623 -1.430555 -4.189012 0.06 0.07 -0.24
O 0.532634 -2.246860 -4.997925 0.09 -0.08 0.05
O -0.744269 -1.616921 -3.256911 -0.09 0.09 0.28
C 2.202724 0.672296 -6.065145 0.02 0.01 0.08
O 1.391283 1.272907 -6.742479 -0.05 0.01 -0.06
N 3.520215 0.541609 -6.482661 0.05 0.00 -0.04
C 4.577487 -0.109574 -5.859687 -0.04 0.02 -0.03
O 5.682318 -0.154613 -6.371078 0.03 0.00 0.01
H 2.606289 -1.015125 -3.221039 -0.01 -0.02 0.03
H -0.061471 0.526686 -5.081898 -0.03 0.00 0.03
H 0.504356 0.580264 -3.397344 0.04 -0.03 -0.03
H 3.723461 0.961308 -7.377387 -0.01 -0.01 0.03
```
Positions in Å, forces in eV/Å.